Entry 1:
79
Properties=species:S:1:pos:R:3:forces:R:3 method="wB97M-V/def2-TZVPD" e_tot_ha=-5141.33810 gap_ev=7.3 charge=-1 lumo_energy_ha=0.0884
Tl 0.02887 0.12574 -0.11290 0.03 -0.13 -0.01
O -0.06614 0.09784 2.22683 0.11 -0.02 -0.11
C 0.78914 0.05137 3.17991 -0.10 0.08 0.14
C 0.30366 0.20288 4.51518 0.01 -0.01 -0.04
C 1.10858 0.12292 5.61842 -0.04 0.02 0.07
C 2.48039 -0.11203 5.47785 0.01 -0.03 -0.06
C 2.98484 -0.24790 4.20470 -0.01 0.05 0.04
C 2.19658 -0.16216 3.04539 0.12 0.00 -0.04
C 2.86437 -0.33602 1.74865 -0.05 -0.01 0.05
N 2.35926 -0.28016 0.52614 0.01 0.12 0.22
C 3.38533 -0.50108 -0.35736 -0.01 -0.03 -0.06
C 4.53946 -0.69253 0.32410 0.04 -0.05 -0.01
N 4.20137 -0.58422 1.65199 -0.03 -0.02 -0.01
H -0.76093 0.37411 4.60844 -0.02 -0.01 0.01
H 0.67438 0.23809 6.60515 0.01 0.00 0.02
H 3.12934 -0.19260 6.33868 0.01 0.01 0.02
H 4.04739 -0.44023 4.12320 0.05 0.02 -0.02
H 3.21507 -0.52351 -1.41978 -0.01 0.00 -0.04
H 5.54112 -0.90989 0.00429 0.04 0.00 -0.03
H 4.82922 -0.70254 2.42307 0.00 -0.02 0.00
S -0.55842 -0.03102 -2.85594 -0.09 0.09 -0.09
C -2.17739 -0.01629 -2.24335 0.02 -0.03 -0.13
C -3.30048 -0.04486 -3.09661 0.01 -0.01 -0.02
C -4.56401 -0.04151 -2.56044 -0.04 -0.01 0.04
C -4.73192 -0.00231 -1.17419 0.02 -0.01 0.00
C -3.59275 0.02956 -0.39968 -0.12 -0.03 0.01
N -2.36304 0.01771 -0.91078 0.11 0.08 0.03
H -3.14364 -0.07701 -4.16504 0.02 0.00 -0.01
H -5.42649 -0.07377 -3.21537 -0.02 0.01 0.00
H -5.71073 -0.00084 -0.71663 -0.01 0.00 0.01
H -3.64930 0.05743 0.68262 0.00 0.01 0.03
Br 0.44221 6.94183 0.14970 0.00 0.04 0.00
C 0.32821 5.04291 0.06292 0.00 -0.03 0.01
C 1.08400 4.28217 0.93694 -0.01 0.03 -0.02
C 0.98976 2.89753 0.86949 0.00 0.02 0.05
C 0.16241 2.28338 -0.06064 -0.04 -0.14 0.01
C -0.58301 3.07171 -0.92642 0.04 0.00 -0.02
C -0.50900 4.45773 -0.86974 0.01 0.05 0.00
H 1.72930 4.76074 1.66069 0.01 0.00 0.02
H 1.56650 2.30095 1.56575 0.01 -0.03 0.01
H -1.21814 2.60806 -1.67088 -0.02 -0.03 -0.02
H -1.08787 5.07321 -1.54480 -0.01 0.00 -0.01
C -2.43533 -3.70718 -1.59346 -0.02 -0.10 -0.03
C -1.87900 -4.18271 -0.24865 -0.04 0.14 0.01
C -2.69649 -3.54937 0.88246 -0.04 -0.04 -0.02
C -1.99604 -5.70106 -0.16498 -0.05 -0.07 0.00
Si -0.09700 -3.55409 -0.08800 0.20 -0.08 -0.08
O -0.04444 -1.96561 -0.10084 -0.16 0.25 0.01
C 0.63298 -4.17572 1.54101 0.02 -0.06 -0.08
C 0.83274 -3.21222 2.52908 -0.03 0.00 0.03
C 1.37482 -3.53427 3.76613 0.00 0.04 0.04
C 1.72919 -4.84566 4.04151 0.01 -0.04 0.02
C 1.53268 -5.82674 3.07755 0.01 -0.02 0.02
C 0.99166 -5.49120 1.84458 0.00 -0.06 -0.02
C 0.91310 -4.20338 -1.55738 -0.02 -0.01 0.02
C 1.33757 -5.52069 -1.74317 -0.03 -0.07 0.10
C 2.05607 -5.90511 -2.86612 0.03 -0.03 -0.03
C 2.36571 -4.97148 -3.84460 0.02 -0.03 -0.03
C 1.94837 -3.65864 -3.68931 0.01 0.02 -0.02
C 1.23538 -3.28378 -2.55896 -0.05 0.01 0.02
H -3.49676 -3.97268 -1.67382 -0.03 0.02 -0.01
H -1.91164 -4.17170 -2.43210 0.03 -0.02 -0.02
H -2.34320 -2.62853 -1.70904 -0.01 0.09 0.02
H -3.75422 -3.82189 0.77818 -0.02 0.00 0.01
H -2.62495 -2.46128 0.86139 0.02 0.04 0.00
H -2.35856 -3.89015 1.86368 0.03 0.00 0.03
H -3.04796 -5.99591 -0.26850 -0.01 -0.02 0.00
H -1.64292 -6.08741 0.79304 0.04 0.00 0.04
H -1.44117 -6.19891 -0.96346 0.05 0.00 -0.03
H 0.54539 -2.19375 2.31448 -0.02 0.04 -0.03
H 1.52134 -2.75399 4.50518 0.00 -0.01 0.01
H 2.15554 -5.10529 5.00351 0.00 -0.01 0.00
H 1.80506 -6.85512 3.28547 0.00 0.00 0.01
H 0.85346 -6.27990 1.11366 -0.01 0.00 0.00
H 1.11115 -6.27616 -0.99913 0.00 0.01 0.00
H 2.37511 -6.93496 -2.97690 0.00 -0.01 0.00
H 2.92451 -5.26819 -4.72441 0.00 0.00 0.00
H 2.17035 -2.92386 -4.45409 0.00 0.02 0.00
H 0.89107 -2.26277 -2.45265 0.03 0.03 -0.02

---

Entry 2:
40
Properties=species:S:1:pos:R:3:forces:R:3 method="wB97M-V/def2-TZVPD" de_lowest_kcal_mol=0.0 e_tot_ha=-2364.07044 gap_ev=7.7 charge=-1 lumo_energy_ha=0.0032
Ba 1.50044 2.43862 -0.73461 -0.85 -0.87 -0.06
O -3.07587 -2.92324 4.59270 -0.31 0.26 -0.19
C -2.25652 -2.49685 3.83910 0.42 -0.58 0.67
O -2.31128 -1.40793 3.09614 0.08 0.90 -0.59
B -1.02297 -1.20785 2.41681 -0.84 -1.10 0.59
O -0.24456 -2.41320 2.68835 0.44 1.07 -0.17
C -0.88089 -3.14605 3.59738 -0.43 -0.55 -0.10
O -0.50869 -4.16855 4.06931 0.27 -0.13 0.15
O -0.39734 0.08479 2.87328 0.40 0.11 0.00
C -0.03261 0.74391 1.83380 0.37 0.10 0.22
O 0.64570 1.75306 1.75880 0.19 0.49 0.04
C -0.53229 0.04715 0.59088 -0.28 -0.75 -0.26
O -1.16199 -1.01757 0.95025 -0.08 0.05 -0.42
O -0.31748 0.44085 -0.53709 0.15 0.41 -0.22
O -1.31791 3.68620 -1.23669 0.61 -0.08 0.14
C -1.71187 3.49456 -2.36372 -0.40 -0.34 0.39
O -2.84543 3.85301 -2.87689 0.29 -0.11 0.52
B -2.87001 3.42677 -4.27863 -1.33 0.46 -1.30
O -1.49584 2.94414 -4.60033 0.32 -0.67 1.19
C -0.89163 2.78262 -3.44839 -0.15 1.34 -0.87
O 0.22188 2.36955 -3.24747 0.91 -0.55 0.29
O -3.87046 2.38136 -4.53804 0.15 0.32 0.05
C -4.70416 2.80638 -5.49473 0.35 0.16 -0.46
O -5.61252 2.21029 -5.97849 -0.07 -0.15 0.19
C -4.23997 4.23568 -5.91570 -0.73 0.09 0.29
O -3.24751 4.57752 -5.11176 0.78 -0.36 0.19
O -4.75108 4.93808 -6.73266 0.06 -0.16 -0.17
O 3.01061 -3.72331 5.00245 0.27 0.10 0.69
C 3.25793 -3.43795 3.88026 -0.69 -0.26 -0.65
O 3.51870 -2.23743 3.38097 0.39 0.49 -0.43
B 3.69149 -2.35449 1.93238 0.07 -0.13 0.44
O 3.39642 -3.73176 1.55668 0.18 0.44 0.20
C 3.16492 -4.40878 2.68618 -0.14 -0.42 0.41
O 2.89348 -5.56076 2.79816 0.10 -0.22 -0.40
O 5.04222 -1.90585 1.49664 -0.26 -0.15 -0.02
C 4.93831 -0.94672 0.61587 0.35 0.17 -0.35
O 5.82045 -0.38622 0.03337 0.13 0.18 -0.09
C 3.44259 -0.61531 0.44295 0.22 -0.38 0.62
O 2.78041 -1.38425 1.22702 -0.69 0.06 -0.20
O 2.97534 0.25951 -0.26454 -0.27 0.75 -0.33